The following is a DFT calculation (ωB97M-V/def2-TZVPD) of 2 unconnected molecules or ions with the total composition C6H12O.

Computed properties:
net charge: 0
gap between HOMO and LUMO: 7.94 eV
energy relative to the best compared isomer or geometry (same formula, charge and spin): 526.6 kJ/mol
energy: -8458.8966 eV

Geometry as XYZ:
```
19
Properties=species:S:1:pos:R:3:forces:R:3:nbo_charge:R:1
C 2.03618 -1.03197 -0.01988 0.111 -0.043 -0.153 -0.914
C 0.30319 -0.37886 1.17208 -0.269 0.112 0.164 -0.145
C 0.53104 1.10947 1.09487 0.238 -0.122 0.141 -0.087
O -0.18634 1.53713 -0.03854 0.041 0.069 -0.070 -0.524
C -1.29766 0.65785 -0.26180 -0.162 -0.132 -0.083 0.090
C -1.48345 0.48791 -1.76186 0.022 0.000 -0.055 -0.616
C -0.91649 -0.60556 0.47790 -0.322 0.075 0.154 -0.523
H 2.85052 -0.84636 0.69213 -0.319 -0.002 0.000 0.207
H 2.17564 -0.38091 -0.89290 -0.131 -0.038 0.148 0.204
H 2.08562 -2.08193 -0.33812 -0.164 0.098 0.100 0.203
H 0.61015 -0.95128 2.04265 0.038 0.070 -0.269 0.249
H 0.12811 1.54272 2.02854 0.021 -0.077 -0.150 0.180
H 1.57663 1.39974 0.98659 -0.109 0.017 -0.012 0.205
H -2.20985 1.12059 0.15856 0.158 -0.139 0.014 0.168
H -1.67609 1.44736 -2.25189 0.026 -0.097 0.087 0.214
H -2.32685 -0.18141 -1.96654 0.117 0.109 0.070 0.209
H -0.57935 0.04426 -2.19049 -0.103 0.066 0.006 0.208
H 0.41912 -0.97728 0.03678 0.617 -0.022 -0.074 0.434
H -1.57815 -1.44721 0.63389 0.189 0.055 -0.019 0.237
```
Positions in Å, forces in eV/Å.

***

The following is a DFT calculation (ωB97M-V/def2-TZVPD) of a molecular structure, C6H12O at a distorted geometry.

Computed properties:
net charge: 0
gap between HOMO and LUMO: 8.94 eV
energy relative to the best compared isomer or geometry (same formula, charge and spin): 376.1 kJ/mol
energy: -8460.4556 eV

Geometry as XYZ:
```
19
Properties=species:S:1:pos:R:3:forces:R:3:nbo_charge:R:1
C -2.48566 0.50995 0.34141 0.049 -0.027 -0.008 -0.250
O -1.20813 1.12567 0.20346 0.593 -0.185 -0.211 -0.551
C -0.15843 0.41681 0.84684 0.627 -4.608 -1.739 0.028
C -0.01073 -1.20715 0.34898 -1.823 -0.172 0.597 -0.398
C 1.32782 -1.29746 -0.39754 -0.743 0.941 0.638 -0.466
C 1.31663 0.16903 0.11096 0.490 1.754 0.348 -0.151
C 1.40547 1.14022 -1.01155 0.296 0.560 -0.120 -0.607
H -2.62079 0.06154 1.33935 0.098 0.123 -0.166 0.166
H -2.64511 -0.27388 -0.41251 0.045 0.118 0.160 0.167
H -3.26210 1.27114 0.19905 0.345 -0.044 0.020 0.194
H -0.46006 0.25410 1.88957 1.136 0.809 0.097 0.175
H 0.01546 -1.78590 1.26086 -0.569 -0.519 -0.040 0.210
H -0.85307 -1.31566 -0.30151 -0.603 -0.982 -0.108 0.211
H 1.28626 -1.45927 -1.49346 -0.222 0.433 0.677 0.204
H 2.10656 -1.97880 0.00389 -0.659 0.618 0.104 0.210
H 2.02724 0.24259 0.92003 0.565 0.581 -0.063 0.219
H 2.31748 0.97715 -1.58728 0.041 0.191 -0.021 0.207
H 0.54283 1.01472 -1.68054 0.224 0.034 0.181 0.216
H 1.35832 2.13521 -0.58000 0.112 0.374 -0.345 0.217
```
Positions in Å, forces in eV/Å.

***

The following is a DFT calculation (ωB97M-V/def2-TZVPD) of a single C6H12O molecule.

Computed properties:
net charge: 0
SMILES: CC(C)[C@H]1C[C@H]1O
gap between HOMO and LUMO: 10.54 eV
energy relative to the best compared isomer or geometry (same formula, charge and spin): 111.3 kJ/mol
energy: -8463.2005 eV

Geometry as XYZ:
```
19
Properties=species:S:1:pos:R:3:forces:R:3:nbo_charge:R:1
C 1.44670 1.05326 0.41210 -0.004 0.074 -0.009 -0.600
C 0.70050 -0.26245 0.17260 0.002 -0.042 0.061 -0.220
C 1.56318 -1.25123 -0.61890 0.021 -0.037 -0.012 -0.599
C -0.62289 -0.05650 -0.54915 0.141 0.008 -0.130 -0.246
C -1.84188 -0.83852 -0.11564 -0.127 -0.153 0.007 -0.436
C -1.80096 0.63866 0.07610 -0.103 -0.046 -0.284 0.080
O -1.73895 1.10693 1.39151 0.119 0.182 0.088 -0.702
H 0.92877 1.65541 1.16626 0.097 -0.028 -0.144 0.201
H 2.46434 0.87088 0.77832 -0.172 0.006 -0.048 0.209
H 1.52532 1.64517 -0.50830 -0.014 -0.108 0.094 0.201
H 0.48799 -0.70360 1.15525 -0.003 0.060 -0.130 0.205
H 2.50262 -1.47001 -0.09807 -0.157 0.046 -0.043 0.207
H 1.82073 -0.84012 -1.60378 -0.061 -0.042 0.138 0.199
H 1.03344 -2.19720 -0.77774 0.066 0.136 0.016 0.212
H -0.51741 0.10531 -1.62362 0.007 -0.004 0.176 0.211
H -2.52178 -1.25242 -0.85460 0.125 0.077 0.106 0.216
H -1.72809 -1.43438 0.78684 0.001 0.104 -0.124 0.223
H -2.43167 1.23574 -0.58506 0.129 -0.083 0.119 0.172
H -1.31590 1.97450 1.36168 -0.071 -0.149 0.120 0.469
```
Positions in Å, forces in eV/Å.

***

The following is a DFT calculation (ωB97M-V/def2-TZVPD) of 2 unconnected molecules or ions with the total composition C6H12O.

Computed properties:
net charge: 0
SMILES: CCC(C)=O.C=C
gap between HOMO and LUMO: 10.61 eV
energy relative to the best compared isomer or geometry (same formula, charge and spin): 114.6 kJ/mol
energy: -8463.1657 eV

Geometry as XYZ:
```
19
Properties=species:S:1:pos:R:3:forces:R:3:nbo_charge:R:1
C -0.49006 -1.47144 -0.23969 -0.008 -0.075 0.068 -0.603
C 0.03017 -0.29785 -1.08041 -0.047 0.099 -0.048 -0.508
C -2.44012 1.20716 1.35776 0.097 0.064 0.042 -0.406
C -1.30380 1.70289 1.83580 -0.125 -0.057 -0.043 -0.388
O 1.48590 1.11698 0.18734 -0.028 -0.352 -0.339 -0.551
C 1.38114 0.18000 -0.57813 0.081 0.150 0.140 0.609
C 2.59654 -0.57929 -1.06007 0.074 -0.002 0.023 -0.724
H -1.48785 -1.76835 -0.57780 0.153 0.044 0.040 0.217
H 0.16255 -2.34793 -0.32271 -0.085 0.143 0.022 0.203
H -0.56389 -1.18862 0.81509 0.016 -0.037 -0.162 0.225
H -0.66645 0.54455 -1.02223 0.117 -0.111 0.000 0.226
H -3.34431 1.15061 1.95914 0.132 0.022 -0.065 0.192
H -2.51863 0.83767 0.33615 0.025 0.063 0.172 0.182
H -1.23790 2.07101 2.85753 -0.050 -0.056 -0.136 0.190
H -0.39480 1.75178 1.23888 -0.200 -0.003 0.109 0.224
H 0.11462 -0.60417 -2.13063 0.009 0.051 0.148 0.212
H 2.47542 -1.65539 -0.89210 -0.007 0.146 -0.035 0.228
H 2.71380 -0.43122 -2.14011 -0.033 -0.023 0.137 0.233
H 3.48768 -0.21840 -0.54380 -0.123 -0.065 -0.073 0.237
```
Positions in Å, forces in eV/Å.

***

The following is a DFT calculation (ωB97M-V/def2-TZVPD) of a single C6H12O molecule at a distorted geometry.

Computed properties:
net charge: 0
SMILES: CC[C@@]1(C)C[C@H]1O
gap between HOMO and LUMO: 9.70 eV
energy relative to the best compared isomer or geometry (same formula, charge and spin): 139.7 kJ/mol
energy: -8462.9057 eV

Geometry as XYZ:
```
19
Properties=species:S:1:pos:R:3:forces:R:3:nbo_charge:R:1
C 0.10995 1.42738 -1.53260 0.020 0.044 -0.063 -0.604
C -0.85960 0.57978 -0.70174 -0.190 -0.005 -0.094 -0.399
C -0.21421 -0.08243 0.48413 0.205 0.075 -0.281 -0.066
C 0.43403 0.80620 1.55024 0.133 -0.079 -0.116 -0.612
C -0.74040 -1.39568 0.97592 -0.177 -0.205 0.208 -0.438
C 0.50985 -1.43229 0.18739 0.116 0.927 0.036 0.074
O 0.44847 -2.21313 -0.98280 0.184 0.742 -0.234 -0.703
H 0.97593 0.83898 -1.85845 -0.105 0.031 0.101 0.196
H 0.48951 2.30047 -0.98873 -0.098 -0.184 -0.012 0.202
H -0.38139 1.80135 -2.43585 0.021 -0.034 0.104 0.212
H -1.23706 -0.23826 -1.32373 -0.114 0.197 -0.095 0.214
H -1.71863 1.18914 -0.40059 0.003 -0.025 -0.005 0.199
H 1.15653 1.51284 1.13195 0.031 -0.141 -0.059 0.208
H -0.27818 1.41761 2.12815 -0.143 -0.317 -0.395 0.215
H 0.95129 0.19751 2.30102 0.037 -0.001 -0.196 0.210
H -1.59487 -1.74625 0.40459 0.100 -0.233 0.132 0.229
H -0.74791 -1.66209 2.02480 -0.066 0.167 0.054 0.217
H 1.49424 -1.29861 0.59292 0.371 -0.977 0.663 0.173
H 1.20248 -2.00250 -1.55660 -0.328 0.018 0.252 0.471
```
Positions in Å, forces in eV/Å.

***

The following is a DFT calculation (ωB97M-V/def2-TZVPD) of a single C6H12O molecule at a distorted geometry.

Computed properties:
net charge: 0
SMILES: CO[C@H]1CC[C@H]1C
gap between HOMO and LUMO: 9.50 eV
energy relative to the best compared isomer or geometry (same formula, charge and spin): 268.2 kJ/mol
energy: -8461.5746 eV

Geometry as XYZ:
```
19
Properties=species:S:1:pos:R:3:forces:R:3:nbo_charge:R:1
C -0.25389 2.48043 0.72216 -0.094 0.020 0.241 -0.244
O 0.18816 1.54739 -0.23403 -0.027 -0.216 0.160 -0.529
C -0.56186 0.38976 -0.38480 0.899 -1.690 1.395 0.078
C -0.18656 -0.34228 -1.65323 -0.095 -0.128 -0.118 -0.425
C -0.43252 -1.68637 -0.97655 0.094 -0.411 -0.163 -0.412
C -0.22331 -1.09661 0.42377 0.563 0.324 -0.229 -0.225
C 1.14839 -1.02104 1.01810 0.391 -0.093 -0.030 -0.628
H -0.28924 2.02048 1.71631 -0.041 0.126 0.033 0.165
H -1.24736 2.87325 0.46800 0.098 -0.067 0.043 0.171
H 0.46858 3.30400 0.73599 -0.172 -0.212 -0.017 0.194
H -1.43943 0.24031 0.20212 -2.139 1.820 -1.170 0.213
H -0.65207 -0.14116 -2.62305 -0.152 0.153 0.252 0.207
H 0.89679 -0.18119 -1.76863 -0.291 -0.013 0.021 0.211
H 0.22041 -2.50811 -1.26241 0.002 -0.136 -0.056 0.206
H -1.47592 -1.98936 -1.12162 0.200 -0.079 0.115 0.203
H -0.94771 -1.52237 1.16391 0.288 0.898 -0.469 0.190
H 1.65700 -1.98604 1.05516 0.102 -0.014 0.062 0.205
H 1.73405 -0.31496 0.42336 0.283 -0.175 0.140 0.212
H 1.08759 -0.61706 2.03762 0.089 -0.106 -0.211 0.209
```
Positions in Å, forces in eV/Å.